[1]
{"formula": "C19H19Cl2O2S5W", "method": "the ωB97M-V functional and the def2-TZVPD basis", "homo_lumo_gap_ev": [6.56, 6.23], "de_lowest_ev": 0.1742, "lumo_ev": [-3.499, -4.140], "homo_ha": [-0.36955, -0.38123], "mol_weight_g_mol": 694.44, "multiplicity": 3, "e_tot_ev": -105149.37344, "total_charge": 1, "elements": ["W", "C", "C", "S", "C", "C", "S", "C", "C", "S", "H", "H", "H", "H", "H", "H", "H", "H", "H", "H", "H", "H", "S", "C", "C", "C", "C", "C", "C", "S", "H", "H", "H", "H", "Cl", "C", "C", "C", "Cl", "C", "O", "C", "C", "O", "C", "H", "H", "H"], "coordinates": [[0.3352, -0.1175, -0.4165], [-0.4972, -3.7318, -0.7658], [-0.9216, -3.0402, -2.0395], [0.0207, -1.5531, -2.4447], [1.7035, -2.1486, -2.7867], [2.5879, -2.4759, -1.5899], [2.6240, -1.1666, -0.3073], [2.4842, -2.1323, 1.2205], [1.2943, -3.0809, 1.3008], [-0.2745, -2.5003, 0.5519], [0.4273, -4.2874, -0.9005], [-1.2668, -4.4282, -0.4337], [-1.9390, -2.6510, -1.9635], [-0.8843, -3.7115, -2.8979], [2.1323, -1.3386, -3.3765], [1.6110, -3.0192, -3.4373], [3.6160, -2.5950, -1.9282], [2.2878, -3.3992, -1.1021], [2.4239, -1.3712, 1.9937], [3.4111, -2.6898, 1.3573], [1.0782, -3.2726, 2.3493], [1.5125, -4.0358, 0.8302], [-1.9479, 0.5664, -0.8052], [-1.6474, 2.0425, -1.7540], [-2.6844, 2.9678, -1.8591], [-2.5264, 4.1332, -2.5903], [-1.3183, 4.3950, -3.2225], [-0.2766, 3.4872, -3.1183], [-0.4321, 2.3066, -2.3945], [0.9484, 1.1848, -2.3421], [-3.6245, 2.7579, -1.3625], [-3.3462, 4.8361, -2.6656], [-1.1840, 5.3025, -3.7965], [0.6728, 3.6831, -3.6027], [-1.7390, 3.0986, 6.0205], [-1.1198, 2.1352, 4.7268], [-0.9095, 0.7651, 4.9322], [-0.4180, -0.0281, 3.9262], [-0.1491, -1.7142, 4.2249], [-0.1432, 0.4932, 2.6463], [0.2998, -0.2840, 1.6952], [-0.3262, 1.8763, 2.4819], [0.1616, 2.4878, 1.2970], [0.6329, 1.8938, 0.3147], [-0.8103, 2.6922, 3.5210], [-1.1349, 0.3288, 5.8964], [0.1828, 3.5817, 1.2585], [-0.9269, 3.7576, 3.3581]], "forces_ev_per_angstrom": [[-0.65, 0.41, 0.61], [-0.03, -0.03, 0.07], [0.00, 0.04, -0.04], [-0.05, -0.13, -0.26], [-0.06, 0.00, 0.07], [0.01, 0.06, 0.02], [0.15, -0.01, -0.02], [0.04, -0.01, -0.10], [-0.08, 0.05, 0.05], [0.06, 0.00, -0.09], [-0.02, -0.03, -0.03], [0.02, -0.03, -0.02], [-0.03, -0.05, 0.01], [-0.03, -0.01, 0.00], [0.04, 0.01, -0.01], [0.07, 0.00, -0.02], [0.01, -0.06, -0.03], [0.00, 0.00, -0.02], [0.00, 0.01, 0.04], [-0.01, -0.01, 0.02], [0.01, 0.00, -0.01], [0.01, -0.04, 0.00], [0.43, -0.11, 0.10], [-0.01, 0.02, -0.06], [-0.04, -0.03, 0.02], [0.01, 0.01, 0.00], [0.04, -0.04, 0.00], [0.02, -0.04, 0.00], [-0.03, 0.02, -0.03], [-0.01, -0.08, 0.18], [0.03, 0.01, -0.01], [0.02, -0.03, 0.00], [0.00, -0.02, 0.02], [-0.04, 0.01, 0.01], [0.01, -0.03, -0.03], [-0.02, -0.07, 0.12], [-0.03, 0.03, 0.09], [-0.04, -0.12, 0.02], [-0.02, 0.07, 0.01], [-0.03, -0.11, -0.01], [0.20, 0.06, -0.42], [-0.02, 0.10, 0.01], [0.07, 0.04, -0.06], [0.00, 0.00, -0.09], [0.00, 0.13, -0.12], [0.01, 0.00, -0.02], [0.02, 0.02, 0.00], [0.00, -0.06, 0.00]], "mulliken_charge": [0.57, -0.65, -0.85, 0.18, -0.94, -0.46, -0.12, -0.58, -0.91, 0.15, 0.38, 0.52, 0.36, 0.55, 0.40, 0.55, 0.57, 0.20, 0.25, 0.59, 0.48, 0.60, -0.36, 0.68, -0.77, -0.59, -0.59, -0.71, 0.79, -0.37, 0.44, 0.39, 0.38, 0.43, -0.20, 0.12, -0.73, 0.52, -0.21, -0.21, -0.23, 1.06, -0.39, -0.58, -1.02, 0.49, 0.40, 0.43]}

=====

[2]
{"formula": "C19H19Cl40FN2O3P", "method": "the ωB97M-V functional and the def2-TZVPD basis", "homo_lumo_gap_ev": [8.59, 8.81], "lumo_ev": [-0.095, -0.098], "homo_ha": [-0.31901, -0.32719], "mol_weight_g_mol": 1791.46, "multiplicity": 2, "e_tot_ev": -542033.57451, "elements": ["C", "C", "C", "C", "C", "F", "P", "N", "O", "O", "C", "C", "C", "C", "N", "O", "H", "H", "H", "H", "H", "H", "H", "H", "H", "H", "H", "H", "H", "H", "H", "H", "H", "H", "H", "C", "Cl", "Cl", "Cl", "Cl", "C", "Cl", "Cl", "Cl", "Cl", "C", "Cl", "Cl", "Cl", "Cl", "C", "Cl", "Cl", "Cl", "Cl", "C", "Cl", "Cl", "Cl", "Cl", "C", "Cl", "Cl", "Cl", "Cl", "C", "Cl", "Cl", "Cl", "Cl", "C", "Cl", "Cl", "Cl", "Cl", "C", "Cl", "Cl", "Cl", "Cl", "C", "Cl", "Cl", "Cl", "Cl"], "coordinates": [[0.0059, -0.4855, 0.4691], [-0.5607, -0.0776, -0.8937], [0.0158, -1.0666, -1.9164], [-0.1007, 1.3702, -1.2339], [-1.1920, 2.4346, -1.3833], [-0.6336, 3.4342, -2.2069], [-1.7073, 3.4007, 0.1486], [-2.0106, 4.8542, -0.2255], [-0.5494, 3.1755, 1.2439], [-2.9937, 2.6422, 0.7102], [-2.4147, 1.9154, -2.1517], [-2.8732, 0.4566, -1.8741], [-4.3277, 0.4464, -1.4049], [-2.8210, -0.3683, -3.1669], [-2.0456, -0.1605, -0.7961], [-2.5031, -0.0102, 0.3856], [-0.2035, 0.2515, 1.2397], [1.0947, -0.5368, 0.3647], [-0.3525, -1.4676, 0.7710], [1.0936, -1.1312, -1.7486], [-0.1147, -0.7527, -2.9489], [-0.3981, -2.0666, -1.7638], [0.3791, 1.3325, -2.2184], [0.6860, 1.6892, -0.5433], [-1.4478, 5.5502, 0.2419], [-0.1338, 2.3079, 1.2265], [-2.7916, 1.9906, 1.3914], [-3.2443, 2.6157, -2.0235], [-2.1166, 1.9880, -3.2044], [-4.9550, 0.7108, -2.2593], [-4.4918, 1.2016, -0.6379], [-4.6103, -0.5351, -1.0238], [-3.5435, 0.0783, -3.8550], [-3.1467, -1.3912, -2.9625], [-1.8541, -0.3609, -3.6621], [4.1363, -2.2889, -2.8314], [5.4197, -1.9205, -3.9816], [2.6112, -2.5089, -3.6911], [4.5316, -3.7675, -1.9508], [3.9681, -0.9531, -1.6845], [3.8330, 3.6832, -2.0963], [4.3736, 2.2964, -1.1301], [4.6172, 3.6444, -3.6769], [2.0854, 3.6142, -2.2933], [4.2806, 5.1660, -1.2486], [2.6257, -2.9765, 2.7783], [3.0917, -2.6504, 1.1017], [0.9160, -2.6035, 3.0039], [2.9170, -4.6783, 3.1406], [3.5912, -1.9655, 3.8556], [-6.6299, 1.6028, 1.4849], [-6.0917, 3.2686, 1.2913], [-7.4148, 1.0476, -0.0085], [-5.2392, 0.5701, 1.8118], [-7.7875, 1.5031, 2.8128], [7.3719, -1.3145, 5.2643], [7.3241, -1.5627, 3.5170], [7.4362, -2.8779, 6.0801], [8.7903, -0.3593, 5.6883], [5.9137, -0.4496, 5.7753], [1.5462, -6.6975, -3.6047], [2.3922, -7.9488, -2.6898], [0.1111, -7.3885, -4.3661], [1.0613, -5.4021, -2.5062], [2.6202, -6.0550, -4.8482], [-4.5220, -3.6590, 0.5964], [-3.2197, -4.3815, -0.3533], [-5.1754, -2.2647, -0.2621], [-5.7986, -4.8502, 0.8503], [-3.8865, -3.1331, 2.1598], [-0.9061, 0.7872, 4.5961], [-1.2125, -0.3861, 5.8752], [0.7922, 0.6900, 4.1006], [-1.9193, 0.3953, 3.1933], [-1.2711, 2.4111, 5.1631], [-7.1079, 1.0946, -4.9332], [-5.3938, 1.4023, -5.2543], [-7.3000, 0.9712, -3.1812], [-8.0898, 2.4204, -5.5486], [-7.5838, -0.4165, -5.7074], [11.0104, 3.0946, 6.3237], [11.5705, 1.5548, 6.9901], [11.7002, 3.3213, 4.7153], [9.2499, 3.0732, 6.2118], [11.5234, 4.4119, 7.3790]], "forces_ev_per_angstrom": [[0.44, 0.19, -0.39], [0.31, -0.21, 0.37], [0.06, 0.04, 0.14], [-0.13, -0.22, -0.43], [-0.36, -0.11, 0.24], [0.02, -0.16, 0.09], [0.04, 0.50, -0.32], [0.12, -0.29, 0.33], [-0.07, 0.02, -0.02], [0.26, 0.20, -0.11], [0.27, 0.07, -0.31], [-0.39, -0.10, -0.09], [0.07, 0.56, -0.21], [-0.16, 0.10, 0.12], [0.27, 0.71, -0.17], [-0.17, -0.40, 0.12], [-0.16, -0.19, 0.07], [-0.08, -0.05, 0.02], [-0.10, 0.10, 0.08], [-0.13, 0.05, 0.00], [-0.08, -0.08, 0.02], [-0.06, 0.06, -0.09], [-0.04, 0.10, 0.10], [-0.10, 0.00, -0.05], [-0.10, 0.19, -0.15], [0.08, -0.17, 0.09], [-0.07, -0.28, -0.04], [0.01, -0.11, 0.03], [-0.03, 0.00, 0.10], [0.17, -0.09, 0.12], [0.08, -0.16, -0.04], [0.31, 1.04, -0.46], [0.15, -0.12, 0.06], [0.15, -0.03, -0.07], [-0.01, -0.06, 0.04], [-0.02, -0.08, 0.01], [0.01, 0.01, 0.00], [0.08, 0.04, -0.12], [0.02, -0.03, -0.03], [0.02, 0.00, -0.07], [-0.04, 0.04, 0.06], [0.03, 0.06, 0.00], [0.02, -0.04, 0.00], [0.22, 0.12, 0.00], [0.00, 0.05, -0.02], [0.00, 0.01, -0.02], [-0.04, -0.01, 0.07], [-0.02, -0.17, 0.02], [0.00, -0.02, 0.02], [0.01, -0.02, 0.00], [0.04, 0.12, -0.02], [-0.08, -0.04, -0.05], [-0.09, 0.00, 0.16], [-0.13, -0.08, 0.29], [-0.01, -0.04, 0.04], [-0.01, -0.02, -0.03], [0.00, 0.00, -0.02], [0.00, -0.02, 0.00], [0.01, -0.06, 0.01], [0.00, 0.05, 0.03], [-0.01, -0.05, 0.02], [0.00, -0.01, 0.01], [-0.01, -0.01, 0.00], [-0.05, -0.01, 0.05], [0.02, 0.03, -0.01], [-0.08, -0.06, 0.11], [0.05, 0.01, -0.04], [-0.22, -1.08, 0.40], [-0.02, -0.07, 0.02], [0.03, 0.04, -0.01], [-0.02, 0.01, -0.09], [0.01, -0.02, 0.02], [0.00, 0.15, 0.06], [-0.02, -0.08, 0.19], [-0.01, 0.02, -0.01], [0.11, -0.02, 0.12], [-0.03, 0.13, -0.23], [-0.33, 0.00, -0.18], [0.04, -0.01, -0.02], [-0.03, 0.00, 0.02], [0.00, -0.01, -0.01], [0.01, -0.02, 0.01], [0.01, 0.00, -0.02], [-0.02, 0.09, 0.01], [0.00, 0.01, 0.01]], "mulliken_charge": [-1.30, 2.43, -1.78, -2.72, 2.59, -0.44, 0.74, -0.93, -0.60, -0.15, -2.98, 2.53, 0.16, -1.39, 0.64, -0.24, -0.33, 0.14, 0.53, -0.02, 0.54, 0.35, 0.58, 0.58, 0.26, 0.38, 0.09, 0.48, 0.47, -0.22, 0.27, -1.18, 0.09, 0.34, 0.38, 0.22, -0.10, -0.06, -0.07, -0.03, 0.31, -0.07, -0.11, -0.03, -0.11, 0.07, 0.03, 0.01, -0.11, 0.00, 0.25, -0.09, -0.09, 0.04, -0.11, 0.30, -0.07, -0.10, -0.01, -0.11, 0.28, -0.10, -0.11, 0.00, -0.08, 0.25, -0.08, -0.03, -0.11, -0.07, 0.19, -0.10, -0.05, -0.03, -0.09, 0.27, -0.12, -0.06, -0.10, -0.10, 0.36, -0.10, -0.09, -0.08, -0.10]}